Here is a structure of composition C3H5IN2S at a distorted geometry from OMol25. Energies are from wB97M-V/def2-TZVPD.

Energy relative to the best compared isomer or geometry (same formula, charge and spin) = 1.512 eV
Total energy = -25104.9304 eV
Highest occupied orbital energy = -9.0 eV
Lowest unoccupied orbital energy = -0.6 eV
Net charge = 0

Cartesian coordinates (Å):
C  1.11  1.68  -0.15
C  -0.34  -2.44  -0.25
C  0.75  2.66  0.86
N  1.24  1.01  -1.08
N  -0.38  -1.25  -0.21
S  -1.38  -3.58  -1.52
I  -1.95  -0.15  -0.99
H  -1.49  -3.71  -0.19
H  0.43  -2.93  0.34
H  -0.31  2.83  0.72
H  1.29  3.56  0.67
H  1.02  2.33  1.81